# 1
The following is a DFT calculation (the ωB97M-V functional and the def2-TZVPD basis) of a cluster of 7 separate species, C48H112BN6 in total in a non-equilibrium geometry.

Computed properties:
LUMO	-0.2789	Eh
F_max	4.66	eV Å⁻¹
relative energy (zero: lowest compared OMol25 entry of this formula, charge and spin)	17.8	kcal per mole
total charge	+5

Geometry (Å):
1 B 0.82 -0.81 0.26
2 H 1.78 -0.34 0.06
3 H 0.47 -1.35 -0.60
4 H 0.86 -1.34 1.19
5 H 0.11 0.00 0.29
6 C -3.26 -6.37 1.47
7 C -3.75 -5.61 2.79
8 C -3.10 -4.13 2.87
9 N -3.65 -3.19 3.99
10 C -3.49 -3.94 5.35
11 C -5.14 -2.67 3.73
12 C -5.10 -1.40 4.48
13 C -3.75 -0.80 4.61
14 C -2.88 -1.83 3.85
15 H -2.92 -5.62 0.76
16 H -4.11 -6.96 1.11
17 H -2.42 -7.06 1.57
18 H -3.50 -6.30 3.60
19 H -4.84 -5.54 2.72
20 H -3.60 -3.63 2.03
21 H -2.01 -4.09 2.83
22 H -2.45 -4.22 5.46
23 H -4.03 -4.88 5.31
24 H -3.83 -3.23 6.11
25 H -5.84 -3.50 3.86
26 H -5.15 -2.51 2.65
27 H -5.58 -1.57 5.44
28 H -5.71 -0.60 4.03
29 H -3.62 -0.76 5.69
30 H -3.53 0.12 4.07
31 H -1.88 -2.01 4.25
32 H -2.86 -1.51 2.80
33 C -4.04 -5.19 -6.19
34 C -3.52 -3.70 -6.18
35 C -1.93 -3.79 -6.26
36 N -1.32 -2.45 -6.58
37 C 0.14 -2.81 -6.75
38 C -1.77 -1.88 -7.97
39 C -2.75 -0.74 -7.70
40 C -2.61 -0.48 -6.22
41 C -1.53 -1.31 -5.54
42 H -3.95 -5.64 -7.19
43 H -5.02 -5.15 -5.71
44 H -3.47 -5.83 -5.53
45 H -3.80 -3.15 -5.29
46 H -3.93 -3.07 -6.97
47 H -1.53 -4.50 -6.99
48 H -1.54 -4.12 -5.30
49 H 0.49 -3.26 -5.82
50 H 0.70 -1.89 -6.88
51 H 0.24 -3.48 -7.61
52 H -0.89 -1.62 -8.56
53 H -2.16 -2.75 -8.50
54 H -2.41 0.20 -8.14
55 H -3.80 -0.80 -7.98
56 H -2.59 0.57 -5.94
57 H -3.59 -0.73 -5.81
58 H -0.60 -0.74 -5.58
59 H -1.79 -1.81 -4.61
60 C -1.01 6.99 -3.30
61 C 0.34 6.57 -2.72
62 C 0.45 7.10 -1.26
63 N 1.60 6.43 -0.46
64 C 1.02 5.04 0.00
65 C 2.01 7.34 0.71
66 C 3.30 6.68 1.19
67 C 4.08 6.33 -0.07
68 C 2.98 6.34 -1.11
69 H -1.84 6.64 -2.69
70 H -1.14 6.55 -4.28
71 H -0.86 8.06 -3.46
72 H 1.14 6.73 -3.45
73 H 0.32 5.48 -2.70
74 H -0.45 6.83 -0.72
75 H 0.61 8.17 -1.18
76 H 0.83 4.29 -0.77
77 H 0.13 5.11 0.62
78 H 1.80 4.53 0.56
79 H 1.21 7.43 1.44
80 H 2.16 8.40 0.50
81 H 2.90 5.77 1.65
82 H 3.81 7.21 2.00
83 H 4.56 5.35 -0.12
84 H 4.89 7.02 -0.30
85 H 3.04 5.53 -1.83
86 H 2.97 7.25 -1.71
87 C 2.12 -8.19 -1.92
88 C 2.59 -6.87 -1.27
89 C 3.98 -6.92 -0.65
90 N 4.47 -5.64 0.03
91 C 3.51 -5.09 1.07
92 C 4.89 -4.63 -1.04
93 C 6.42 -4.65 -1.08
94 C 6.87 -5.75 -0.27
95 C 5.81 -5.97 0.76
96 H 2.63 -8.59 -2.79
97 H 1.10 -8.20 -2.29
98 H 1.98 -8.97 -1.18
99 H 1.84 -6.82 -0.47
100 H 2.37 -5.93 -1.77
101 H 4.74 -7.28 -1.34
102 H 3.86 -7.68 0.12
103 H 3.27 -6.00 1.61
104 H 2.64 -4.76 0.49
105 H 4.00 -4.42 1.78
106 H 4.65 -3.61 -0.74
107 H 4.65 -4.95 -2.06
108 H 6.88 -3.77 -0.62
109 H 6.85 -4.74 -2.08
110 H 7.83 -5.39 0.10
111 H 7.16 -6.59 -0.89
112 H 5.95 -5.34 1.63
113 H 5.84 -6.96 1.22
114 C -5.52 2.85 -1.14
115 C -7.02 3.42 -1.02
116 C -7.19 4.86 -1.53
117 N -8.64 5.38 -1.71
118 C -9.44 4.57 -2.79
119 C -9.38 5.38 -0.36
120 C -10.37 6.54 -0.29
121 C -9.76 7.59 -1.41
122 C -8.58 6.97 -1.99
123 H -5.00 2.85 -0.18
124 H -4.88 3.47 -1.77
125 H -5.54 1.80 -1.41
126 H -7.37 3.36 0.01
127 H -7.63 2.76 -1.64
128 H -6.81 4.95 -2.55
129 H -6.58 5.54 -0.93
130 H -8.75 4.73 -3.62
131 H -10.37 5.12 -2.92
132 H -9.50 3.49 -2.64
133 H -9.87 4.41 -0.27
134 H -8.71 5.31 0.50
135 H -11.40 6.33 -0.58
136 H -10.28 7.03 0.67
137 H -10.50 7.70 -2.20
138 H -9.54 8.56 -0.95
139 H -8.18 7.35 -2.93
140 H -7.70 7.24 -1.40
141 C 4.76 0.87 4.93
142 C 6.28 0.95 4.73
143 C 7.07 0.15 5.78
144 N 8.60 0.31 5.63
145 C 9.06 -0.43 4.30
146 C 9.34 -0.32 6.85
147 C 10.44 0.61 7.26
148 C 10.60 1.79 6.40
149 C 9.16 1.75 5.71
150 H 4.05 1.53 4.42
151 H 4.52 1.30 5.90
152 H 4.28 -0.10 4.81
153 H 6.46 2.03 4.69
154 H 6.32 0.51 3.73
155 H 6.87 -0.92 5.66
156 H 6.79 0.35 6.82
157 H 8.77 -1.48 4.36
158 H 10.13 -0.23 4.25
159 H 8.58 0.06 3.45
160 H 9.87 -1.26 6.69
161 H 8.64 -0.35 7.68
162 H 11.37 0.05 7.35
163 H 10.26 0.88 8.30
164 H 11.28 1.54 5.58
165 H 10.70 2.70 6.98
166 H 9.15 2.28 4.75
167 H 8.37 2.22 6.31

Atom charges from the Löwdin analysis, given in e for atoms 1 to 99:
1 B -0.48
2 H -0.12
3 H -0.13
4 H -0.13
5 H -0.13
6 C -0.08
7 C -0.18
8 C -0.09
9 N -0.23
10 C 0.06
11 C -0.06
12 C -0.21
13 C -0.15
14 C -0.07
15 H 0.06
16 H 0.08
17 H 0.07
18 H 0.10
19 H 0.10
20 H 0.11
21 H 0.13
22 H 0.11
23 H 0.10
24 H 0.10
25 H 0.14
26 H 0.12
27 H 0.13
28 H 0.13
29 H 0.12
30 H 0.13
31 H 0.14
32 H 0.14
33 C -0.07
34 C -0.18
35 C -0.13
36 N -0.26
37 C 0.00
38 C -0.05
39 C -0.14
40 C -0.18
41 C -0.03
42 H 0.09
43 H 0.08
44 H 0.07
45 H 0.10
46 H 0.10
47 H 0.13
48 H 0.13
49 H 0.11
50 H 0.11
51 H 0.12
52 H 0.13
53 H 0.14
54 H 0.12
55 H 0.13
56 H 0.12
57 H 0.10
58 H 0.13
59 H 0.14
60 C -0.10
61 C -0.24
62 C -0.09
63 N -0.21
64 C 0.04
65 C -0.11
66 C -0.14
67 C -0.13
68 C -0.11
69 H 0.08
70 H 0.08
71 H 0.09
72 H 0.12
73 H 0.10
74 H 0.12
75 H 0.14
76 H 0.11
77 H 0.11
78 H 0.09
79 H 0.14
80 H 0.14
81 H 0.10
82 H 0.13
83 H 0.12
84 H 0.13
85 H 0.14
86 H 0.14
87 C -0.09
88 C -0.23
89 C -0.12
90 N -0.23
91 C 0.05
92 C -0.06
93 C -0.19
94 C -0.20
95 C -0.08
96 H 0.08
97 H 0.08
98 H 0.08
99 H 0.10

---

# 2
The following is a DFT calculation (the ωB97M-V functional and the def2-TZVPD basis) of a cluster of 9 separate species, C35H96N10O10 in total in a non-equilibrium geometry.

Computed properties:
LUMO	0.0162	Eh
F_max	6.04	eV Å⁻¹
total charge	0

Geometry (Å):
1 C -0.97 -0.46 -5.52
2 C -1.81 -0.88 -4.25
3 C -3.31 -1.15 -4.49
4 O -3.95 -1.58 -3.29
5 C -5.20 -2.24 -3.39
6 N -1.20 -2.06 -3.66
7 H -1.31 0.46 -5.99
8 H -1.26 -1.11 -6.35
9 H 0.11 -0.52 -5.40
10 H -1.87 -0.05 -3.54
11 H -3.45 -1.88 -5.28
12 H -3.73 -0.23 -4.90
13 H -5.12 -3.24 -3.83
14 H -5.88 -1.57 -3.91
15 H -5.64 -2.29 -2.40
16 H -0.95 -2.82 -4.28
17 H -1.99 -2.42 -3.15
18 C -3.64 -5.15 4.42
19 C -4.26 -3.75 4.59
20 C -4.91 -3.01 3.24
21 O -4.00 -2.53 2.28
22 C -3.35 -1.44 2.75
23 N -5.28 -3.99 5.62
24 H -2.89 -5.39 5.18
25 H -3.18 -5.07 3.44
26 H -4.37 -5.96 4.45
27 H -3.40 -3.16 4.92
28 H -5.66 -2.32 3.64
29 H -5.61 -3.71 2.79
30 H -2.76 -1.06 1.92
31 H -2.67 -1.83 3.51
32 H -3.91 -0.59 3.13
33 H -6.10 -4.53 5.36
34 H -4.90 -4.49 6.41
35 C 0.25 -4.38 0.94
36 C 0.03 -3.57 2.21
37 C 0.97 -3.77 3.42
38 O 0.38 -2.92 4.53
39 C 1.01 -3.09 5.80
40 N -0.02 -2.06 2.04
41 H 1.12 -3.99 0.41
42 H -0.66 -4.40 0.34
43 H 0.54 -5.39 1.22
44 H -1.02 -3.71 2.47
45 H 1.89 -3.23 3.20
46 H 1.36 -4.73 3.76
47 H 0.46 -2.44 6.48
48 H 2.08 -2.87 5.77
49 H 0.81 -4.07 6.22
50 H 0.18 -1.88 3.01
51 H 0.78 -1.80 1.49
52 C -1.78 4.86 -1.01
53 C -2.03 3.50 -0.44
54 C -2.84 2.41 -1.24
55 O -4.19 2.80 -1.44
56 C -4.91 1.89 -2.20
57 N -0.66 3.16 -0.15
58 H -2.69 5.44 -1.15
59 H -1.22 4.93 -1.95
60 H -1.22 5.52 -0.35
61 H -2.61 3.72 0.46
62 H -2.89 1.51 -0.63
63 H -2.40 2.28 -2.23
64 H -5.96 2.12 -2.32
65 H -4.79 0.91 -1.75
66 H -4.36 1.97 -3.14
67 H -0.27 3.37 0.76
68 H -0.44 2.18 -0.21
69 C 6.11 -2.52 -1.43
70 C 4.78 -1.81 -1.10
71 C 3.54 -2.73 -1.18
72 O 3.38 -3.15 -2.50
73 C 2.05 -3.53 -2.75
74 N 4.88 -1.08 0.26
75 H 6.97 -1.92 -1.14
76 H 6.13 -3.08 -2.36
77 H 6.20 -3.27 -0.64
78 H 4.46 -1.05 -1.81
79 H 2.73 -2.11 -0.80
80 H 3.55 -3.66 -0.61
81 H 2.08 -3.86 -3.78
82 H 1.42 -2.66 -2.56
83 H 1.68 -4.33 -2.11
84 H 4.05 -0.63 0.60
85 H 4.91 -1.87 0.88
86 C -3.53 5.24 3.60
87 C -3.18 3.96 4.44
88 C -1.74 3.47 4.39
89 O -1.18 3.08 3.12
90 C -1.54 1.70 2.78
91 N -3.47 4.15 5.86
92 H -3.58 5.18 2.51
93 H -2.73 5.94 3.83
94 H -4.47 5.68 3.91
95 H -3.73 3.19 3.89
96 H -1.59 2.64 5.08
97 H -1.00 4.19 4.73
98 H -0.98 1.35 1.91
99 H -2.62 1.78 2.74
100 H -1.27 1.01 3.58
101 H -2.64 4.50 6.31
102 H -3.49 3.28 6.35
103 C 4.41 1.61 2.43
104 C 3.17 0.93 2.94
105 C 2.12 1.98 3.41
106 O 2.51 2.64 4.63
107 C 2.37 1.91 5.86
108 N 2.58 -0.05 1.97
109 H 4.16 2.23 1.56
110 H 5.20 0.91 2.13
111 H 4.75 2.22 3.26
112 H 3.46 0.36 3.82
113 H 1.14 1.52 3.52
114 H 1.95 2.73 2.63
115 H 1.36 1.88 6.27
116 H 2.97 2.39 6.64
117 H 2.68 0.87 5.85
118 H 1.67 -0.39 2.26
119 H 2.33 0.56 1.21
120 C 3.43 2.12 -1.29
121 O 2.71 1.79 -2.47
122 C 2.09 2.89 -3.05
123 C 1.46 2.36 -4.41
124 N 2.63 1.90 -5.21
125 C 2.44 1.60 -6.62
126 C 3.70 1.40 -7.50
127 O 4.60 2.45 -7.45
128 C 5.70 2.28 -8.23
129 H 3.05 3.08 -0.93
130 H 4.44 2.35 -1.64
131 H 3.60 1.31 -0.57
132 H 2.80 3.68 -3.29
133 H 1.26 3.31 -2.48
134 H 0.99 3.23 -4.87
135 H 0.82 1.52 -4.17
136 H 3.53 2.09 -4.79
137 H 1.85 2.44 -6.99
138 H 1.94 0.64 -6.80
139 H 3.41 1.30 -8.55
140 H 4.17 0.58 -6.96
141 H 6.11 1.27 -8.19
142 H 6.41 3.05 -7.92
143 H 5.32 2.49 -9.23
144 C 0.11 -0.33 -0.99
145 O 0.47 0.42 -0.15
146 N -0.92 -1.17 -1.01
147 N 0.85 -0.40 -2.04
148 H -1.29 -1.58 -1.85
149 H -1.43 -0.95 -0.16
150 H 0.67 -1.03 -2.81
151 H 1.61 0.27 -2.09

Atom charges from the Löwdin analysis, given in e for atoms 1 to 99:
1 C -0.04
2 C -0.39
3 C -0.21
4 O -0.21
5 C -0.08
6 N 0.02
7 H 0.08
8 H 0.07
9 H 0.06
10 H 0.12
11 H 0.12
12 H 0.12
13 H 0.09
14 H 0.09
15 H 0.09
16 H 0.10
17 H 0.07
18 C -0.09
19 C -0.36
20 C -0.16
21 O -0.16
22 C -0.17
23 N 0.00
24 H 0.07
25 H 0.06
26 H 0.07
27 H 0.11
28 H 0.11
29 H 0.11
30 H 0.07
31 H 0.08
32 H 0.09
33 H 0.06
34 H 0.06
35 C -0.04
36 C -0.38
37 C -0.11
38 O -0.25
39 C -0.11
40 N 0.06
41 H 0.05
42 H 0.08
43 H 0.08
44 H 0.11
45 H 0.11
46 H 0.12
47 H 0.09
48 H 0.09
49 H 0.08
50 H 0.03
51 H 0.03
52 C -0.10
53 C -0.40
54 C -0.15
55 O -0.20
56 C -0.12
57 N 0.04
58 H 0.07
59 H 0.07
60 H 0.08
61 H 0.12
62 H 0.12
63 H 0.12
64 H 0.09
65 H 0.08
66 H 0.08
67 H 0.07
68 H 0.02
69 C -0.05
70 C -0.37
71 C -0.25
72 O -0.17
73 C -0.11
74 N 0.05
75 H 0.07
76 H 0.08
77 H 0.07
78 H 0.12
79 H 0.10
80 H 0.12
81 H 0.10
82 H 0.05
83 H 0.08
84 H -0.01
85 H 0.05
86 C -0.04
87 C -0.41
88 C -0.22
89 O -0.22
90 C -0.08
91 N 0.04
92 H 0.06
93 H 0.07
94 H 0.07
95 H 0.12
96 H 0.11
97 H 0.13
98 H 0.07
99 H 0.08

---

# 3
The following is a DFT calculation (the ωB97M-V functional and the def2-TZVPD basis) of a cluster of 2 separate species, C3H12N3 in total in a non-equilibrium geometry.

Computed properties:
LUMO	-0.1195	Eh
F_max	2.28	eV Å⁻¹
relative energy (zero: lowest compared OMol25 entry of this formula, charge and spin)	49.6	kcal per mole
total charge	+1

Geometry (Å):
1 C 0.78 -0.94 -1.12
2 N 0.74 0.07 -0.04
3 C 0.11 1.35 -0.35
4 N 0.74 2.22 -1.29
5 H 1.28 -1.85 -0.69
6 H -0.25 -1.16 -1.43
7 H 1.36 -0.55 -1.98
8 H 1.68 0.29 0.24
9 H -0.06 1.85 0.57
10 H -0.81 1.08 -0.85
11 H 1.69 2.40 -0.93
12 H 0.87 1.72 -2.20
13 C -1.94 -1.44 1.59
14 N -0.78 -1.05 1.99
15 H -2.79 -1.62 2.29
16 H -2.10 -1.38 0.48
17 H 0.27 -0.38 0.79
18 H -0.81 -0.61 2.94

And the natural (NBO) charges, in e, turn out to be:
1 C -0.43
2 N -0.55
3 C -0.07
4 N -0.77
5 H 0.25
6 H 0.23
7 H 0.23
8 H 0.41
9 H 0.21
10 H 0.20
11 H 0.36
12 H 0.37
13 C 0.03
14 N -0.69
15 H 0.20
16 H 0.17
17 H 0.47
18 H 0.39

---

Which of these has the lowest total charge? C35H96N10O10

---

total charge of number 2 (C35H96N10O10)? 0

---

Which of these has the highest total charge? C48H112BN6

---

total charge of number 2 (C35H96N10O10)? 0